{"formula": "C31H40N4OPm", "method": "ωB97M-V/def2-TZVPD", "elements": ["Pm", "N", "N", "C", "C", "C", "C", "H", "H", "H", "C", "C", "H", "H", "H", "C", "C", "H", "H", "H", "C", "H", "H", "H", "C", "H", "H", "H", "C", "H", "C", "H", "C", "H", "C", "H", "C", "C", "H", "C", "C", "H", "C", "H", "N", "C", "C", "C", "H", "C", "C", "H", "H", "H", "C", "H", "C", "C", "H", "H", "H", "C", "H", "H", "H", "C", "N", "C", "C", "O", "H", "H", "H", "H", "H", "H", "H"], "xyz": [[-0.1891, -0.1913, 0.4729], [0.9761, -3.7229, 3.6658], [-0.3091, -2.4015, -1.8227], [0.9979, 2.1639, -0.1073], [2.0177, 1.2134, 0.1965], [2.0375, 1.0427, 1.6205], [2.9413, 0.2116, 2.3756], [3.8278, -0.1169, 1.8388], [2.2663, -1.0788, 2.5284], [3.0694, 0.4636, 3.4310], [0.9796, 1.8246, 2.1716], [0.7124, 2.0761, 3.6086], [0.9291, 3.1295, 3.8722], [1.3157, 1.4465, 4.2770], [-0.3485, 1.9030, 3.8428], [0.3428, 2.5076, 1.1112], [-0.7550, 3.4924, 1.2991], [-1.5729, 3.0465, 1.8813], [-1.1692, 3.8219, 0.3418], [-0.4327, 4.3947, 1.8467], [2.9640, 0.6017, -0.7727], [3.9305, 1.1355, -0.7801], [2.5755, 0.6407, -1.7998], [3.1749, -0.4532, -0.5433], [0.7380, 2.7674, -1.4424], [-0.3266, 3.0009, -1.5794], [1.0296, 2.0890, -2.2542], [1.2992, 3.7070, -1.5956], [-0.0406, -4.3868, 4.1912], [0.1628, -4.6412, 5.2313], [-1.2364, -4.7391, 3.5846], [-1.9656, -5.3436, 4.1216], [-1.3987, -4.3176, 2.2358], [-2.3013, -4.6179, 1.7121], [-0.4751, -3.4720, 1.6313], [-0.4802, -3.2422, 0.5154], [0.5853, -2.9063, 2.5733], [1.6557, -2.0463, 2.3837], [1.8035, -2.2897, 1.1984], [-0.5052, -1.1273, -2.1939], [0.6524, -2.9485, -2.7382], [1.3212, -3.8077, -2.4383], [0.4153, -2.2927, -3.8893], [0.5909, -2.5963, -4.8732], [-0.3268, -1.1311, -3.5589], [-0.4324, 0.0996, -4.2286], [0.6756, 0.4816, -4.9601], [0.5066, 1.6763, -5.6507], [1.2704, 1.9707, -6.3649], [-0.6285, 2.4600, -5.4362], [-0.8418, 3.6800, -6.2598], [-1.3903, 4.4331, -5.6857], [-1.4322, 3.4368, -7.1531], [0.1182, 4.0880, -6.5850], [-1.5966, 2.1180, -4.4913], [-2.4600, 2.7479, -4.3132], [-1.4928, 0.9205, -3.7868], [-2.4246, 0.5704, -2.6756], [-2.3974, -0.4963, -2.3862], [-3.4600, 0.8006, -2.9702], [-2.2486, 1.1668, -1.7592], [1.9808, -0.2584, -4.9352], [1.9203, -1.2951, -5.2892], [2.4568, -0.2818, -3.9372], [2.6801, 0.2496, -5.6086], [-0.5081, -0.9703, 5.0081], [-1.9002, -0.9905, 4.5439], [-2.8952, -1.1968, 5.6032], [-2.2542, -0.6155, 3.3100], [-1.4493, -0.2989, 2.3608], [-0.4223, -1.7524, 5.7721], [-0.2835, -0.0025, 5.4823], [0.1813, -1.1832, 4.1892], [-3.5269, -0.3125, 5.7653], [-3.5459, -2.0583, 5.4078], [-2.3407, -1.3915, 6.5262], [-3.3379, -0.6052, 3.1367]], "atomic_forces_ev_per_a": [[2.00, -0.52, -0.11], [-2.83, 0.90, 0.59], [3.90, 1.09, 2.59], [-0.58, -0.33, 0.29], [-0.91, 0.01, 0.33], [1.55, -0.56, 0.98], [0.42, 2.17, -0.59], [0.13, 0.04, 0.19], [0.28, -0.08, 1.13], [0.12, -0.08, -0.22], [-0.20, -0.47, -0.85], [-0.17, 0.17, 0.52], [-0.06, -0.29, -0.04], [-0.16, 0.10, -0.31], [0.11, 0.04, 0.12], [0.20, -0.41, -0.55], [-0.41, 0.29, 0.03], [0.01, 0.17, -0.01], [0.01, 0.01, 0.08], [-0.01, -0.23, -0.12], [0.46, -0.13, -0.31], [-0.11, -0.19, 0.03], [0.04, -0.01, 0.18], [-0.02, 0.22, 0.02], [-0.13, 0.27, -0.51], [0.19, 0.00, -0.09], [-0.13, 0.13, 0.07], [-0.11, -0.22, 0.06], [0.23, -0.39, 1.02], [-0.21, -0.83, 0.10], [-0.20, 0.55, -0.20], [0.07, 0.15, -0.24], [0.28, 0.50, -0.03], [0.20, -0.24, -0.30], [0.65, 0.68, 1.03], [-0.07, -0.08, 1.50], [2.37, -3.02, -0.38], [-2.54, -0.85, -6.04], [0.00, 1.51, 1.18], [-1.05, -2.05, 0.84], [-2.31, -1.28, 0.77], [-1.32, 0.87, -0.79], [0.01, 0.67, 0.48], [0.45, -0.08, -1.18], [0.90, -0.22, 0.33], [0.30, -1.21, 1.95], [-0.62, 0.90, -0.67], [-0.11, 0.01, 0.17], [-0.04, 0.30, 0.11], [-0.07, -0.03, -0.18], [-0.07, 0.40, -0.30], [0.12, 0.04, -0.19], [0.09, 0.14, 0.08], [-0.15, 0.14, -0.03], [0.38, -0.59, 0.16], [0.11, 0.26, 0.00], [0.78, 0.32, -1.39], [-1.68, -0.25, 0.10], [-0.15, 0.95, -0.31], [0.07, 0.24, -0.12], [0.24, -0.26, -0.40], [0.70, -0.12, -0.67], [0.11, 0.57, 0.15], [-0.47, 0.01, -0.32], [-0.04, 0.10, 0.11], [0.12, -0.14, 0.23], [-0.06, 0.68, -0.75], [-0.30, -0.03, -0.05], [1.65, -0.03, -0.62], [-2.31, -0.49, 2.47], [0.16, 0.10, -0.36], [-0.08, -0.20, -0.25], [-0.06, 0.15, 0.04], [0.22, -0.13, -0.12], [0.26, 0.14, -0.10], [-0.24, 0.03, -0.24], [0.15, 0.01, -0.03]], "mulliken_charge": [0.94, -0.62, -0.41, 0.98, 0.25, 0.40, -1.99, 0.32, 0.95, 0.39, 1.38, -1.69, 0.34, 0.35, 0.21, 0.15, -1.68, 0.24, 0.39, 0.28, -1.00, 0.32, -0.17, 0.34, -1.03, 0.24, -0.08, 0.28, -0.38, 0.44, -0.68, 0.38, -0.27, 0.36, -0.54, 0.33, -0.22, -0.40, 0.03, -0.71, -1.16, 0.32, -0.38, 0.88, 0.27, 0.63, 0.87, -1.18, 0.36, 1.03, -1.53, 0.38, 0.28, 0.37, -0.85, 0.38, 0.91, -1.53, 0.46, 0.52, 0.05, -1.42, 0.38, 0.11, 0.39, -0.83, 0.50, -1.07, -0.30, -0.46, 0.48, 0.36, -0.10, 0.36, 0.36, 0.36, 0.43], "s_squared": 6.0455, "multiplicity": 5, "total_charge": -1, "lumo_ev": [2.070, 2.069]}